Density functional theory data (the ωB97M-V functional and the def2-TZVPD basis) for a 2-piece molecular cluster, H5NS2 overall.

The geometry in XYZ format:
```
8
Properties=species:S:1:pos:R:3:mulliken_charge:R:1
N 0.423 -0.903 -1.360 -0.66
H 1.047 -1.587 -0.945 0.25
H 0.348 -1.210 -2.333 0.25
H 0.913 -0.021 -1.321 0.25
S -1.445 1.144 0.753 0.17
S -0.410 0.911 2.459 0.13
H -0.613 2.099 0.286 0.30
H -0.263 -0.434 2.461 0.30
```

Output
Highest occupied orbital energy (spin up / spin down): -14.39 / -14.08 eV
M: 83.2 g mol⁻¹
E_LUMO (spin up / spin down): -5.2 / -9.0 eV
Total charge: +1
Kohn-Sham gap (spin up / spin down): 9.214 / 5.076 eV
Calculated total energy: -853.78196 Eh
2S+1: 2
Energy above the lowest of the compared OMol25 structures with the same formula, charge and spin: 0.2457 eV